This record from OMol25 describes C30H35ClN2O5PPdS as an isolated structure. The level of theory is ωB97M-V/def2-TZVPD.

```
76
C30H35ClN2O5PPdS ωB97M-V/def2-TZVPD
Pd 1.151 1.268 -0.721
Cl 3.641 0.610 -1.802
C 3.769 -1.092 -1.432
C 5.003 -1.670 -1.705
C 5.208 -3.011 -1.440
C 4.180 -3.772 -0.900
C 2.960 -3.179 -0.632
C 2.713 -1.827 -0.897
P 1.079 -1.077 -0.510
C 0.562 -2.137 0.889
C -0.488 -3.051 0.818
C -0.854 -3.789 1.937
C -0.169 -3.627 3.133
C 0.884 -2.724 3.205
C 1.247 -1.979 2.094
C 0.011 -1.745 -1.848
C 0.361 -2.788 -2.702
C -0.548 -3.279 -3.633
C -1.820 -2.734 -3.723
C -2.174 -1.683 -2.889
C -1.261 -1.186 -1.971
H 5.792 -1.053 -2.112
H 6.174 -3.455 -1.648
H 4.330 -4.821 -0.677
H 2.167 -3.772 -0.192
H -1.040 -3.191 -0.103
H -1.678 -4.489 1.870
H -0.458 -4.197 4.008
H 1.420 -2.577 4.134
H 2.063 -1.268 2.149
H 1.344 -3.236 -2.637
H -0.255 -4.092 -4.286
H -2.528 -3.116 -4.448
H -3.159 -1.237 -2.959
H -1.535 -0.350 -1.338
C 2.863 2.959 1.987
S 2.568 1.298 2.605
O 3.043 1.283 3.976
O 1.122 1.100 2.477
O 3.322 0.434 1.690
H 1.987 3.578 2.169
H 3.053 2.903 0.915
H 3.727 3.380 2.498
C -2.520 -0.055 1.813
C -1.902 1.251 2.282
N -2.795 2.406 2.155
C -3.928 2.481 3.068
C -5.259 2.270 2.361
C -2.516 3.521 1.430
O -3.152 4.564 1.568
C -1.444 3.432 0.392
C -0.471 4.442 0.277
C 0.482 4.330 -0.698
C 0.435 3.239 -1.597
N -0.546 2.303 -1.544
C -1.425 2.404 -0.519
H -1.769 -0.848 1.845
H -2.888 0.023 0.786
H -3.362 -0.361 2.441
H -0.973 1.448 1.762
H -1.619 1.166 3.335
H -3.919 3.457 3.556
H -3.774 1.719 3.834
H -5.414 3.053 1.618
H -6.087 2.305 3.073
H -5.281 1.303 1.857
H -0.489 5.277 0.965
H 1.266 5.068 -0.810
H 1.042 3.227 -2.496
H -2.163 1.610 -0.466
C -0.054 0.452 -4.904
O 0.960 1.074 -4.145
H 0.111 0.719 -5.949
H -1.052 0.798 -4.616
H -0.029 -0.639 -4.819
H 0.759 0.953 -3.202
```

The multiplicity is 1. Its total energy is -81025.04827 eV. The charge is -1. As for the LUMO energy: 2.56 eV. The calculation puts the frontier orbital gap at 6.876 eV. The calculation puts the energy relative to the best compared isomer or geometry (same formula, charge and spin) at 15.3 kcal per mole.

Atomic partial charges in e from the Mulliken method, atoms 1 to 6: Pd -0.111; Cl -0.233; C 0.685; C -0.671; C -0.541; C -0.768



This record from OMol25 describes one molecule with the formula C19H24N6O3S2 in a non-equilibrium geometry. The level of theory is ωB97M-V/def2-TZVPD.

```
54
C19H24N6O3S2 ωB97M-V/def2-TZVPD
C 3.083 0.883 8.569
O 3.942 0.335 7.603
C 3.561 -0.961 7.193
C 4.556 -1.432 6.131
N 4.554 -0.566 4.974
C 3.601 -0.714 4.033
N 2.846 -1.751 3.891
N 2.048 -1.701 2.828
C 2.165 -0.629 2.134
S 1.286 -0.256 0.693
C 0.334 -1.821 0.501
C -0.819 -1.890 1.490
C -0.148 -1.907 -0.945
O 0.094 -2.876 -1.635
N -0.865 -0.831 -1.324
C -1.523 -0.525 -2.513
C -1.553 -1.029 -3.778
C -0.914 -2.223 -4.384
N -2.327 -0.200 -4.570
C -3.143 -0.730 -5.639
N -2.884 0.775 -3.746
C -3.482 1.931 -4.268
C -4.464 2.578 -3.524
C -5.050 3.727 -4.020
C -4.678 4.228 -5.257
C -3.695 3.586 -5.991
C -3.088 2.445 -5.500
C -2.373 0.653 -2.468
O -2.585 1.393 -1.522
S 3.358 0.513 2.771
H 3.471 1.871 8.805
H 3.065 0.269 9.478
H 2.059 0.972 8.185
H 3.568 -1.653 8.048
H 2.546 -0.945 6.768
H 4.291 -2.436 5.800
H 5.564 -1.424 6.550
H 4.858 0.380 5.158
H 1.041 -2.632 0.682
H -1.486 -1.037 1.383
H -1.385 -2.804 1.319
H -0.425 -1.910 2.504
H -1.021 -0.089 -0.646
H -0.328 -2.738 -3.629
H -0.264 -1.926 -5.207
H -1.668 -2.907 -4.773
H -3.759 0.068 -6.046
H -2.492 -1.110 -6.425
H -3.796 -1.536 -5.291
H -4.740 2.186 -2.559
H -5.807 4.231 -3.439
H -5.146 5.120 -5.644
H -3.388 3.982 -6.948
H -2.296 1.966 -6.057
```

The multiplicity is 1. Its total energy is -56845.17431 eV. The charge is 0. As for the LUMO energy: 0.62 eV. The calculation puts the frontier orbital gap at 8.600 eV. The calculation puts the energy relative to the best compared isomer or geometry (same formula, charge and spin) at 5.2 kcal per mole. The structure (SMILES) is COCCNc1nnc(S[C@@H](C)C(=O)Nc2c(C)n(C)n(-c3ccccc3)c2=O)s1.

Atomic partial charges in e from the Mulliken method, atoms 1 to 6: C -0.736; O -0.304; C -0.412; C -0.781; N -0.213; C 0.444



This record from OMol25 describes C22H18Cl5N2ReS2 as an isolated structure in a non-equilibrium geometry. The level of theory is ωB97M-V/def2-TZVPD.

```
50
C22H18Cl5N2ReS2 ωB97M-V/def2-TZVPD
Re -0.945 0.019 -1.630
C -1.662 -2.852 -2.091
N -0.768 -2.106 -1.131
C 0.617 -2.618 -1.395
C 1.833 -1.920 -0.745
N 1.654 -0.516 -0.239
C 0.848 -0.470 0.766
C 2.301 0.606 -0.900
C 3.127 1.426 -0.146
C 3.719 2.527 -0.744
C 3.481 2.791 -2.083
C 2.623 1.990 -2.822
C 2.002 0.893 -2.237
S 0.813 -0.042 -3.183
C -1.300 -2.391 0.221
C -0.815 -3.419 1.009
C -1.388 -3.649 2.251
C -2.455 -2.875 2.683
C -2.959 -1.872 1.875
C -2.389 -1.624 0.628
S -2.924 -0.238 -0.314
H -1.568 -3.920 -1.894
H -1.358 -2.640 -3.117
H -2.689 -2.534 -1.934
H 0.737 -2.537 -2.468
H 0.656 -3.678 -1.146
H 2.610 -1.872 -1.507
H 2.213 -2.491 0.097
H 0.994 0.932 2.845
H -0.654 0.031 2.229
H 1.019 2.228 1.340
H 3.307 1.191 0.895
H 4.370 3.169 -0.168
H 3.961 3.634 -2.561
H 2.416 2.222 -3.858
H 0.009 -4.040 0.689
H -0.994 -4.433 2.883
H -2.890 -3.046 3.658
H -3.787 -1.260 2.209
Cl 0.129 1.134 1.827
C -0.866 2.068 3.045
C -1.035 1.268 0.134
C -1.168 2.502 -0.319
Cl -1.388 2.392 -2.153
C -1.292 3.847 0.224
Cl -1.281 5.105 -0.945
C -1.473 4.157 1.527
Cl -1.809 5.796 1.875
C -1.380 3.251 2.685
Cl -2.203 3.859 4.135
```

The multiplicity is 4. Its total energy is -112474.17867 eV. The charge is +1. As for the LUMO energy (alpha / beta): -4.40 / -4.73 eV. As for the expectation value of S²: 3.803. The calculation puts the frontier orbital gap (alpha / beta) at 6.232 / 5.771 eV. The calculation puts the energy relative to the best compared isomer or geometry (same formula, charge and spin) at 48.7 kcal per mole.

Atomic partial charges in e from the Mulliken method, atoms 1 to 6: Re 0.876; C -1.093; N 0.568; C -1.123; C -0.704; N 0.621



This record from OMol25 describes one molecule with the formula C10H11PS in a non-equilibrium geometry. The level of theory is ωB97M-V/def2-TZVPD.

```
23
C10H11PS ωB97M-V/def2-TZVPD
S -1.436 2.525 -1.100
P -1.078 0.703 -0.356
C 0.688 0.173 -0.594
C 1.568 1.259 -0.313
C 2.902 1.080 -0.393
C 3.422 -0.136 -0.847
C 2.579 -1.109 -1.253
C 1.178 -0.928 -1.121
C -2.327 -0.518 -0.621
C -2.912 -1.030 0.426
C -2.377 -0.535 1.767
C -1.309 0.567 1.480
H 1.020 2.188 -0.155
H 3.481 1.930 -0.097
H 4.547 -0.339 -0.897
H 2.931 -2.068 -1.488
H 0.725 -1.894 -1.272
H -2.729 -0.560 -1.737
H -3.715 -1.757 0.241
H -3.221 -0.043 2.322
H -1.868 -1.348 2.208
H -1.670 1.640 1.827
H -0.398 0.200 1.973
```

The multiplicity is 1. Its total energy is -30671.37817 eV. The charge is 0. As for the LUMO energy: 0.73 eV. The calculation puts the frontier orbital gap at 9.064 eV. The calculation puts the energy relative to the best compared isomer or geometry (same formula, charge and spin) at 12.2 kcal per mole. The structure (SMILES) is S=[P@]1(c2ccccc2)C=CCC1.

Atomic partial charges in e from the Mulliken method, atoms 1 to 6: S -0.451; P 0.484; C 0.253; C -0.537; C -0.530; C -0.293



This record from OMol25 describes a 2-piece molecular cluster, C9H14 overall in a non-equilibrium geometry. The level of theory is ωB97M-V/def2-TZVPD.

```
23
C9H14 ωB97M-V/def2-TZVPD
C -1.928 -1.121 -0.055
C -0.995 -0.355 -0.941
C -1.122 0.994 -1.169
C -0.238 1.745 -1.934
C 0.751 1.013 -2.572
C 0.898 -0.366 -2.391
C -0.015 -1.094 -1.635
H -2.428 -1.908 -0.625
H -2.749 -0.596 0.444
H -1.416 -1.558 0.807
H -1.950 1.470 -0.653
H -0.153 2.797 -2.154
H 1.438 1.481 -3.270
H 1.689 -0.944 -2.855
H 0.159 -2.155 -1.622
C 0.935 -0.241 3.235
C 1.046 0.394 1.868
H 0.514 -1.244 3.306
H 1.927 -0.396 3.682
H 0.530 0.424 4.007
H 1.864 -0.115 1.360
H 0.168 0.296 1.222
H 1.077 1.480 1.945
```

The multiplicity is 1. Its total energy is -9559.42561 eV. The charge is 0. As for the LUMO energy: 1.02 eV. The calculation puts the frontier orbital gap at 10.017 eV. The calculation puts the energy relative to the best compared isomer or geometry (same formula, charge and spin) at 17.4 kcal per mole. The structure (SMILES) is Cc1ccccc1.CC.

Atomic partial charges in e from the Mulliken method, atoms 1 to 6: C -1.426; C 0.500; C -0.036; C -0.679; C -0.319; C -0.459



This record from OMol25 describes a 4-piece molecular cluster, H8O4 overall. The level of theory is ωB97M-V/def2-TZVPD.

```
12
H8O4 ωB97M-V/def2-TZVPD
O -0.047 1.322 2.401
H 0.320 0.519 2.788
H -0.412 1.050 1.534
O -1.633 -1.804 -2.238
H -1.106 -1.346 -2.907
H -2.534 -1.798 -2.588
O -0.789 0.561 -0.292
H -1.313 0.113 -0.972
H 0.069 0.107 -0.317
O 2.282 0.468 0.536
H 1.944 0.557 1.435
H 3.218 0.251 0.620
```

The multiplicity is 1. Its total energy is -8319.92099 eV. The charge is 0. As for the LUMO energy: 0.53 eV. The calculation puts the frontier orbital gap at 11.706 eV. The calculation puts the energy relative to the best compared isomer or geometry (same formula, charge and spin) at 17.4 kcal per mole. The structure (SMILES) is O.O.O.O.

Atomic partial charges in e from the Mulliken method, atoms 1 to 6: O -0.665; H 0.307; H 0.400; O -0.673; H 0.335; H 0.330



This record from OMol25 describes C13H25AuN3O10P3 as an isolated structure. The level of theory is ωB97M-V/def2-TZVPD.

```
55
C13H25AuN3O10P3 ωB97M-V/def2-TZVPD
Au -0.964 3.442 -0.454
O 2.833 5.616 0.129
P 1.986 4.321 0.486
O 2.583 3.064 -0.061
O 0.551 4.659 0.081
O 2.031 4.277 2.092
P 3.496 4.100 2.864
O 3.854 2.587 2.418
O 4.409 5.072 2.158
O 3.297 4.158 4.324
H 3.590 5.604 0.794
H 3.618 2.506 1.469
O -2.327 0.465 -0.265
C -2.968 1.298 -0.896
O -2.683 2.530 -1.091
C -4.275 0.873 -1.547
C -4.680 -0.453 -1.447
C -5.864 -0.873 -2.035
C -6.656 0.034 -2.728
C -6.256 1.360 -2.830
C -5.069 1.777 -2.243
H -4.044 -1.138 -0.902
H -6.171 -1.909 -1.955
H -7.581 -0.291 -3.188
H -6.870 2.071 -3.370
H -4.736 2.803 -2.314
C 2.564 -4.519 0.898
N 2.349 -3.091 0.954
C 2.407 -2.528 2.283
P 1.696 -2.313 -0.376
O 2.258 -2.894 -1.619
N 1.978 -0.729 -0.072
C 3.349 -0.257 0.083
C 0.955 0.298 0.110
N 0.047 -2.545 -0.340
C -0.719 -2.450 -1.572
C -0.742 -2.327 0.860
H 3.531 -4.775 1.347
H 2.568 -4.840 -0.141
H 1.784 -5.071 1.443
H 3.410 -2.647 2.708
H 1.698 -3.021 2.963
H 2.175 -1.466 2.257
H 4.046 -1.010 -0.287
H 3.584 -0.037 1.131
H 3.483 0.668 -0.478
H 0.007 0.001 -0.323
H 1.290 1.222 -0.361
H 0.797 0.526 1.172
H -0.053 -2.598 -2.419
H -1.221 -1.480 -1.659
H -1.487 -3.233 -1.589
H -0.099 -2.268 1.736
H -1.435 -3.165 1.006
H -1.325 -1.403 0.798
```

The multiplicity is 1. Its total energy is -70403.85449 eV. The charge is -2. As for the LUMO energy: 4.14 eV. The calculation puts the frontier orbital gap at 7.635 eV. The calculation puts the energy relative to the best compared isomer or geometry (same formula, charge and spin) at 0.0 kcal per mole.

Atomic partial charges in e from the Mulliken method, atoms 1 to 6: Au 0.547; O -0.609; P 0.618; O -0.577; O -0.702; O -0.226



This record from OMol25 describes a 2-piece molecular cluster, C2H2ClO3 overall in a non-equilibrium geometry. The level of theory is ωB97M-V/def2-TZVPD.

```
8
C2H2ClO3 ωB97M-V/def2-TZVPD
C 0.280 -1.046 -0.898
C -0.741 -0.177 -0.476
O 0.735 -2.118 -0.869
O 0.652 0.209 -1.040
O 0.506 0.876 1.890
Cl -2.200 0.327 -1.332
H -0.148 0.379 1.188
H 0.915 1.550 1.537
```

The multiplicity is 1. Its total energy is -20769.91844 eV. The charge is -1. As for the LUMO energy: 3.73 eV. The calculation puts the frontier orbital gap at 7.121 eV. The calculation puts the energy relative to the best compared isomer or geometry (same formula, charge and spin) at 82.6 kcal per mole.

Atomic partial charges in e from the Mulliken method, atoms 1 to 6: C 0.877; C -0.666; O -0.564; O -0.380; O -0.723; Cl -0.238